Record 1
# C22H41ClN2O7

A 3-piece molecular cluster, C22H41ClN2O7 overall (wB97M-V/def2-TZVPD, the Open Molecules 2025 dataset).

XYZ file:
```
73
Properties=species:S:1:pos:R:3:forces:R:3:mulliken_charge:R:1
C 1.6898 -1.1930 -2.2244 0.5 0.3 2.0 -0.378
H 2.1742 0.3021 -0.1311 0.4 -0.6 -0.1 0.241
H 6.4275 7.5530 -2.5722 0.0 0.0 0.1 0.378
H -1.9449 -1.1434 2.3268 0.2 -0.4 -0.5 0.537
C 2.3331 0.1684 0.9277 -0.6 1.2 0.8 -0.597
H 7.6284 5.8291 -1.1053 0.1 0.0 0.1 0.330
O 0.0827 -2.0108 1.4984 0.3 -0.5 0.7 -0.514
O -1.1336 -3.8065 0.9471 -1.3 -4.7 0.8 -0.434
H 1.7404 -1.9648 -0.2644 -0.2 -0.2 0.1 0.673
H -4.2066 -7.9669 3.6851 0.0 -0.1 0.0 0.311
C -2.4804 0.7364 1.5273 0.0 0.5 0.2 0.617
H -0.3814 0.4233 -3.4065 0.2 -0.2 0.1 0.712
H 0.4585 0.9025 -1.3580 0.2 -0.2 0.1 0.602
H -4.0050 1.1811 0.0825 0.1 0.0 -0.4 0.436
H -2.5855 -1.3057 -2.2394 -0.1 -0.1 -0.2 0.213
C -5.4352 -5.8809 2.4897 -0.1 0.0 0.0 0.129
H -3.1757 0.7325 2.3714 0.1 -0.2 0.2 0.681
O 2.8347 -0.4333 -2.1018 -0.1 0.3 1.1 -0.506
C -0.2024 -0.9041 -0.4143 0.2 -0.4 0.0 1.757
H 2.8151 -0.7718 1.1843 0.1 -0.1 -0.1 0.274
C 0.9708 -1.7792 -1.0113 1.7 1.3 0.4 -0.465
H -1.8484 2.5963 0.4893 0.4 0.0 0.1 0.258
O -1.2286 -1.9268 -0.2683 -0.9 -0.5 -0.6 -0.528
H -3.5004 -4.2121 2.3310 -0.1 0.0 0.0 0.135
H -0.9987 0.1486 2.8837 0.2 0.0 0.0 0.336
H 4.7306 4.2678 -0.7099 0.1 0.0 0.0 0.046
H 0.6347 1.3406 1.4443 -0.3 0.1 0.1 0.200
H -2.8570 -0.0958 -0.5083 0.0 0.3 -0.1 0.111
H -2.4231 -0.8831 -3.9472 0.0 0.0 0.0 0.504
H -2.8575 2.8195 1.8842 -0.1 0.1 -0.1 0.503
C -0.1321 -0.6239 1.1047 0.6 0.0 1.1 1.786
O 3.7149 4.8697 -2.3581 0.1 0.1 0.0 -0.633
H 2.9480 1.7452 2.3353 0.3 0.0 0.1 0.381
H -3.0890 1.1677 -2.3603 -0.1 0.2 -0.1 0.272
H 4.6526 7.4416 -2.6384 0.0 0.0 -0.1 0.293
H -1.2316 -1.9170 -3.1738 0.2 0.1 0.1 0.280
C 4.6275 4.9627 -1.5583 0.0 -0.1 0.0 0.472
C 3.1913 1.3766 1.3451 -0.4 -0.3 -1.1 -0.761
H -5.6049 -4.7990 2.3457 0.0 0.0 0.0 0.264
C -1.1448 0.2416 -2.6493 -0.1 0.5 -0.5 0.094
C -1.8703 -1.0490 -3.0231 -0.1 0.0 0.4 -1.487
H -2.4867 -5.2138 3.3915 0.1 0.1 -0.1 0.329
H 5.6383 6.3656 -3.6373 0.0 0.1 0.0 0.294
N 5.6012 5.8948 -1.6014 0.0 0.0 0.1 0.069
H -1.7121 2.2955 -2.3028 -0.2 0.2 -0.2 0.370
C -0.4692 0.3377 -1.2509 -1.3 -0.1 -0.1 -0.461
N -4.1305 -6.2023 2.5691 0.0 0.2 0.0 0.152
H -4.0606 -0.4327 0.7009 0.0 -0.1 -0.1 0.420
C 6.6602 5.9483 -0.6139 -0.1 0.2 -0.2 -0.887
C -2.1358 1.4302 -2.8160 0.9 -0.6 0.4 -1.520
O 1.3108 -1.4596 -3.2882 -1.3 -0.8 -3.5 -0.438
C -0.8086 -2.7324 0.7629 1.8 5.6 -1.1 0.118
H 1.1313 0.1618 2.6765 -0.4 0.0 0.2 0.682
H 6.6364 6.9119 -0.1002 0.1 0.0 0.1 0.335
H -1.2057 2.4100 2.1777 0.3 0.0 -0.2 0.280
O -6.3563 -6.6734 2.5641 0.1 0.0 0.0 -0.598
C -3.3693 0.3345 0.3416 -0.3 -0.3 0.8 -1.485
C 0.9578 0.3156 1.6126 1.2 -1.0 -0.7 -1.202
C -3.7673 -7.5948 2.7583 -0.2 0.0 0.0 -0.969
C -3.0771 -5.2045 2.4718 -0.2 -0.6 0.2 -0.890
C 5.5837 6.8746 -2.6743 -0.2 -0.2 0.0 -0.952
C -2.0318 2.2205 1.4963 -0.6 -0.3 -0.1 -1.622
H 2.6240 0.4861 -2.3232 0.2 -0.1 -0.3 0.348
Cl 2.7634 2.7176 0.1832 0.1 0.0 0.4 -0.259
H 0.5986 -2.7275 -1.3706 -0.3 -0.1 0.0 0.580
H -2.4353 -5.4381 1.6316 0.1 0.1 0.0 0.477
H -2.6851 -7.6932 2.8023 0.0 0.1 0.0 0.372
H 4.2459 1.1890 1.1829 0.1 0.1 0.3 0.454
H -1.0873 1.0106 -0.6609 0.0 -0.1 0.1 -0.694
C -1.3962 -0.2752 1.9612 -0.8 1.1 -0.5 -1.902
H -2.2352 1.6413 -3.8760 -0.3 0.1 0.0 0.491
H 6.5358 5.1538 0.1194 0.0 0.0 0.0 0.285
H -4.1554 -8.1915 1.9317 0.0 -0.1 0.1 0.302
```
Positions in Å, forces in eV/Å.

Values from the calculation:
net charge	0
HOMO	-8.918	eV
frontier orbital gap	0.3424	Eh
spin multiplicity	1



Record 2
# C28H25N3O4SiV

C28H25N3O4SiV as an isolated structure (wB97M-V/def2-TZVPD, the Open Molecules 2025 dataset).

XYZ file:
```
62
Properties=species:S:1:pos:R:3:forces:R:3:mulliken_charge:R:1
Si 1.2694 1.6804 -1.5127 0.2 -0.3 0.0 1.188
H 3.2997 0.2930 2.3077 0.0 0.0 0.0 0.467
H 3.8153 2.5674 3.1289 0.0 0.0 0.0 0.458
C -1.4925 4.6451 -2.2451 0.0 0.0 0.0 -0.783
C 1.4155 -3.5772 0.2535 0.1 0.2 -0.1 0.332
H 0.6875 -2.1037 -4.7666 0.0 0.0 0.0 0.426
C 2.6850 -5.6073 0.3584 0.0 0.0 0.0 -0.694
H 2.5659 1.8817 -0.8394 0.0 0.0 0.1 -0.294
C 0.3527 -5.6717 -0.2478 0.0 0.0 0.0 -0.738
O -2.4347 -0.8885 -2.6300 -0.1 0.1 -0.1 -0.522
C 1.0887 4.5653 2.8808 -0.1 0.0 0.0 -0.510
C 0.3872 3.2834 -1.5755 -0.2 0.2 0.0 0.618
C 2.0318 0.9318 -5.4390 0.0 0.0 0.0 -0.640
C 2.6215 -4.2325 0.4923 0.0 -0.1 0.0 -0.384
C 0.2832 -4.2930 -0.1235 0.0 -0.1 -0.1 -0.280
C 0.9309 -0.5201 -3.3434 0.1 0.0 -0.1 -0.240
H -1.3652 2.5396 -2.5922 0.0 0.0 0.0 0.412
C 2.3972 0.6875 1.8476 0.0 0.2 0.1 -0.371
H 3.6194 -6.1220 0.5372 0.0 0.0 0.0 0.406
H 3.4942 -3.6608 0.7772 0.0 0.0 0.0 0.447
N -2.7351 -0.5895 0.9331 0.1 0.0 -0.1 -0.450
C 0.4007 5.6672 -1.1583 0.0 -0.1 0.0 -0.716
H -1.3362 6.7401 -1.8067 0.0 0.0 0.0 0.427
H -4.2035 -0.1327 -0.5473 0.0 0.0 0.0 0.340
C -0.8728 3.4087 -2.1717 0.0 0.1 0.0 -0.275
H 3.0341 4.8338 3.7507 0.0 0.0 0.0 0.447
C 2.3800 4.1626 3.2119 0.0 -0.1 0.0 -0.797
H 1.9973 4.3488 -0.6125 0.0 0.0 0.0 0.418
N 1.7306 -0.1035 1.0857 0.2 -0.4 0.0 0.810
H -0.7730 4.0280 1.9116 0.0 0.0 0.0 0.504
H -3.6602 -1.7962 -0.5345 0.0 0.0 -0.1 0.383
C 1.0391 -1.0936 -4.6026 0.0 0.0 0.0 -0.911
H 0.7440 5.5506 3.1663 0.0 0.0 0.0 0.458
C 2.8192 2.8985 2.8621 0.0 0.1 0.1 -0.810
C 0.2275 3.7250 2.1867 0.1 0.2 0.1 -0.592
C 1.3676 0.7854 -3.1177 0.0 -0.2 -0.1 0.922
H 1.6697 -0.8125 -6.6317 0.0 0.0 0.0 0.386
C 0.6942 2.4811 1.8338 -0.5 -0.8 -0.5 0.586
O -1.3436 0.3535 -1.0864 -0.9 0.0 -1.0 0.152
H -0.6422 -3.7708 -0.3226 0.0 0.0 0.0 0.406
C 1.5885 -0.3677 -5.6482 0.0 0.0 0.0 -0.454
C 1.9215 1.5070 -4.1826 0.0 0.0 -0.1 -0.855
O 0.2139 -1.5169 -0.0634 0.6 -0.8 0.2 -0.660
C -3.3313 -0.7685 -0.3865 -0.1 -0.1 0.2 -0.624
H 0.4916 -1.1042 -2.5469 0.0 0.0 0.0 0.295
H -0.5257 -6.2336 -0.5351 0.0 0.0 0.0 0.417
H 0.9014 6.5486 -0.7786 0.0 0.0 0.0 0.432
C 1.5524 -6.3261 -0.0073 0.0 0.0 0.0 -0.389
O -0.1083 1.6273 1.1171 0.2 1.6 1.2 -0.818
H -2.7614 -1.4473 1.4658 0.0 0.0 0.0 0.227
H -2.4652 4.7363 -2.7105 0.0 0.0 0.0 0.426
H 1.6088 -7.4018 -0.1103 0.0 0.0 0.0 0.401
H -3.1983 0.1238 1.4771 0.0 0.1 0.0 0.229
N 2.2059 -1.4235 1.0314 0.0 0.5 0.0 -1.001
V -0.0850 0.2504 0.1143 0.1 -0.5 -0.1 0.909
C 1.3269 -2.1251 0.4197 -0.6 0.0 -0.2 0.551
C -0.8547 5.7730 -1.7377 0.0 0.0 0.0 -0.421
H 2.4577 1.4987 -6.2563 0.0 0.0 0.0 0.410
H 2.2637 2.5275 -4.0409 0.0 0.0 0.0 0.365
C -2.3662 -0.4723 -1.5246 0.7 0.2 0.4 0.318
C 1.9750 2.0373 2.1576 0.3 -0.2 0.1 0.593
C 1.0165 4.4245 -1.0710 -0.1 0.1 0.1 -0.336
```
Positions in Å, forces in eV/Å.

Values from the calculation:
net charge	+1
energy relative to the best compared isomer or geometry (same formula, charge and spin)	16.4	kcal/mol
HOMO	-11.593	eV
frontier orbital gap	0.2631	Eh
spin multiplicity	1



Record 3
# C2H10N2O

A 2-piece molecular cluster, C2H10N2O overall (wB97M-V/def2-TZVPD, the Open Molecules 2025 dataset).

XYZ file:
```
15
Properties=species:S:1:pos:R:3:forces:R:3:mulliken_charge:R:1
H 0.4817 -2.0399 1.0349 0.4 -0.1 0.1 0.363
H 0.4272 0.3976 -1.5546 -0.1 0.0 0.0 0.308
H 0.6291 1.8725 0.5757 -0.2 0.0 -0.1 0.226
C 1.2686 0.6249 -0.8899 -0.1 -0.1 0.3 -0.508
H -3.3033 -1.0391 -0.1001 0.0 -0.2 0.4 0.323
H 2.1774 0.6348 -1.4679 0.2 0.2 -0.5 0.357
N 1.4499 -0.4159 0.0877 0.4 -0.3 0.5 -0.353
C 0.2733 -1.0603 0.6211 -0.2 0.1 -0.2 -0.789
O -3.8621 -0.2777 0.0469 -0.2 0.6 -0.6 -0.638
H -4.1799 -0.2432 0.9493 0.2 -0.4 0.1 0.317
H 1.9972 2.3294 -0.1059 0.0 0.1 0.0 0.274
H -0.1716 -0.4653 1.4254 -0.1 0.0 -0.1 0.222
H 2.2035 -1.0446 -0.1294 -0.1 -0.1 -0.1 0.242
N 1.0791 1.9607 -0.3294 0.2 0.0 0.1 -0.600
H -0.4702 -1.2340 -0.1638 -0.3 0.1 0.0 0.257
```
Positions in Å, forces in eV/Å.

Values from the calculation:
net charge	0
energy relative to the best compared isomer or geometry (same formula, charge and spin)	15.2	kcal/mol
HOMO	-8.768	eV
frontier orbital gap	0.3527	Eh
spin multiplicity	1



Record 4
# C40H61BrCl16N2O4

A 9-piece molecular cluster, C40H61BrCl16N2O4 overall (wB97M-V/def2-TZVPD, the Open Molecules 2025 dataset).

XYZ file:
```
124
Properties=species:S:1:pos:R:3:forces:R:3:mulliken_charge:R:1
H -6.7310 -1.9082 -4.9145 0.2 -0.1 0.1 0.372
C 0.7015 -1.9265 7.8385 0.0 0.0 -0.1 0.248
H 1.0123 3.8813 -0.8389 -0.2 -0.4 0.2 -0.404
C 3.0254 4.0672 -2.4460 -0.3 0.1 -0.4 -1.517
Cl -1.5147 0.7304 5.8401 0.0 0.0 0.0 -0.214
H 2.9375 4.8285 -3.2290 -0.1 -0.1 0.0 0.381
C 2.7717 2.2437 0.4941 -0.1 -0.2 0.4 -2.007
O 0.9737 0.4791 -1.0746 0.4 0.1 0.5 -0.600
C -1.5235 0.4768 -2.9158 -0.5 0.3 0.7 -0.625
H 5.4703 -2.8730 -2.4600 0.0 0.0 0.0 0.461
H 2.0657 5.0337 1.1765 0.1 0.1 0.0 -0.006
H 0.8663 8.4352 -2.2336 0.1 -0.1 0.0 0.291
H 1.6125 1.0470 -3.3573 0.0 0.0 0.1 0.994
Cl -2.5465 -4.1831 11.3827 0.0 0.0 0.0 -0.149
H -4.4843 -0.6721 -0.6669 0.2 0.1 0.1 0.466
H -5.0132 -2.2411 -3.1493 0.1 0.1 0.0 0.424
C 0.7170 -1.8999 -0.2222 0.8 -0.4 1.0 -1.067
C 2.8450 -0.7285 -2.1050 -0.3 -0.9 -0.1 0.225
H 1.0975 3.3269 2.2987 0.1 -0.1 0.0 0.246
H -1.6642 -0.9012 0.2580 0.1 -0.2 -0.2 0.730
O 4.3362 2.5851 2.4136 0.4 -0.7 0.0 -0.651
H -5.0927 1.9633 -2.3591 0.0 0.0 -0.1 0.354
H 7.3372 3.1721 0.5643 -0.1 0.0 0.0 0.462
C 0.0858 -3.9054 0.7752 0.0 0.1 0.5 -0.920
C 4.4721 -2.4810 -2.6151 -0.1 -0.1 -0.2 -1.115
H -3.2113 3.1767 -5.6827 0.0 -0.1 0.1 0.215
H -1.4178 0.7521 -0.2686 -0.1 -0.1 -0.1 0.769
H 0.0879 -1.3872 7.1276 0.0 0.0 -0.1 -0.038
H 1.6872 2.2607 0.3874 0.1 -0.3 -0.1 0.210
H -0.0517 2.6279 -1.5968 0.2 -0.1 0.2 -0.851
H 4.0202 3.6423 -2.5583 0.0 0.0 0.3 0.307
H 1.3819 -9.3809 -1.1941 0.1 -0.1 0.0 0.266
H -1.7256 1.4141 -2.3876 0.1 0.1 -0.2 0.229
Cl 2.3455 -2.0386 7.1977 0.0 0.1 0.0 -0.178
Cl 0.5034 6.4448 -1.0353 -0.1 0.5 0.2 -0.014
H -0.8571 8.0031 -2.1505 0.0 -0.1 0.0 0.325
H 0.9796 -1.0126 -3.1496 0.0 0.0 0.1 0.155
C 4.8632 -0.2059 1.3283 0.0 0.1 -0.5 -1.216
O 0.2556 -2.5089 0.9825 -0.2 -0.1 -0.5 -0.330
C 4.1089 -1.3005 -1.9767 0.3 0.4 0.3 -0.446
C -5.8116 4.0938 4.6019 0.0 0.0 0.1 -0.148
C -3.2657 2.3656 -6.4005 -0.1 -0.1 -0.1 -0.376
H -0.9202 -4.1299 0.4010 0.1 0.0 -0.2 0.313
C 1.8945 3.0147 -2.6251 0.0 0.8 -0.3 0.450
H 2.9368 -0.7903 0.7959 -0.8 1.1 1.3 0.606
H -0.5058 -3.8848 12.5100 0.0 0.0 -0.1 0.261
C -1.5917 -0.6741 -1.8967 -0.3 0.1 -0.7 0.449
C 6.4946 2.7073 0.1126 -0.2 0.3 -0.4 -0.888
H -6.7525 2.3012 -4.1055 -0.1 -0.1 -0.3 0.327
Cl 1.0674 -11.3733 0.0162 0.0 0.0 0.1 -0.159
C -6.3398 -1.0674 -4.3519 -0.3 0.0 -0.3 -0.383
C 0.1479 7.6268 -2.2997 0.0 0.1 0.0 -0.417
C 0.3767 -0.3880 -0.2032 -2.0 -1.2 0.1 0.355
H 3.8758 -4.0578 -3.9414 -0.1 0.0 0.0 0.416
C -4.9257 -0.1418 -2.6491 0.3 0.4 -0.1 0.594
H -6.2379 4.7037 5.3894 -0.1 0.0 -0.1 0.279
C -1.8519 -7.5984 1.2109 0.0 0.0 0.1 -0.309
C 1.9704 -1.4118 -2.9616 -0.4 0.3 -0.1 0.118
H -2.3120 0.3792 -3.6637 0.2 -0.2 -0.1 0.501
H -1.0038 -1.4868 -2.3289 0.0 -0.1 0.4 0.277
H 4.6446 3.3934 1.9875 -0.2 0.1 -0.1 0.473
H 0.7343 -1.3985 8.7838 0.1 -0.1 0.0 0.115
C -1.1506 -0.2872 -0.4810 0.7 0.4 -0.1 -1.833
H -2.1973 -8.4906 1.7193 0.1 0.0 -0.1 0.331
Cl -0.5345 -2.0954 10.9889 0.0 0.2 0.4 -0.106
N 2.6296 4.7767 1.9773 -0.1 0.0 0.0 -0.460
H -1.7050 -2.6471 12.9505 -0.1 0.0 -0.1 0.292
H -7.6020 0.3392 -5.4180 0.0 -0.2 0.0 0.407
H -2.0790 -0.9841 4.3290 0.0 0.0 0.1 0.286
Cl 0.7910 -10.9300 -2.8638 0.0 0.1 0.0 -0.164
Cl -0.0112 -3.5207 8.1006 0.0 -0.1 -0.2 -0.142
C 2.3296 1.5355 -2.6913 -0.9 0.2 0.4 -2.082
H -5.0625 3.4230 5.0073 0.0 0.0 -0.1 0.166
H -0.3291 -9.8479 -1.1012 0.0 -0.1 0.0 -0.057
C -6.8519 0.1898 -4.6512 -0.1 0.4 0.4 -0.477
C 2.3551 0.5777 -1.4392 1.6 0.1 -1.3 1.453
H 4.8563 1.0773 -1.8575 -0.1 -0.1 0.0 0.488
C -3.9212 -0.2767 -1.5241 -1.0 -0.6 0.2 -0.688
Cl -4.5466 1.2522 -5.8910 1.0 0.4 -1.0 -0.025
C 3.5778 -3.1460 -3.4409 0.0 0.4 0.4 -0.771
H -3.5653 0.7100 -1.2233 0.3 -0.1 -0.1 0.292
H 2.2536 3.4809 3.6122 0.1 0.2 0.0 0.540
C 0.6762 3.4183 -1.7648 0.1 0.0 -0.5 -0.106
H 0.8463 -4.3004 0.0942 -0.1 -0.1 0.0 0.379
Cl -0.1965 -7.2568 1.7243 0.0 -0.1 0.0 -0.142
H 5.8220 -0.2063 0.8138 0.1 1.6 0.3 0.214
C 0.6809 -10.2052 -1.2541 0.0 0.0 0.0 0.109
Cl 0.2506 6.9052 -3.9117 0.0 0.0 0.0 -0.149
C -6.3812 1.2955 -3.9503 -0.4 -0.3 1.1 -0.921
H -0.5495 0.5599 -3.3923 0.0 0.0 0.0 -0.146
H -1.6523 0.5283 3.5008 -0.1 0.1 0.0 -0.399
H 0.1449 4.2122 -2.2881 0.0 -0.1 -0.1 0.459
C 2.3119 -2.5859 -3.6033 0.4 -0.5 -0.3 -0.974
Cl -7.0999 3.1262 3.8757 0.0 0.0 0.0 -0.150
Cl -1.9512 -7.8644 -0.5352 -0.1 0.1 0.0 -0.161
H 1.7889 -2.1197 -0.2784 0.0 0.3 -0.3 1.054
H 4.8584 -0.8236 -1.3592 -0.1 -0.2 0.1 0.239
H 2.5282 5.5281 2.6458 0.0 0.0 0.0 0.317
H 4.8780 -0.3117 2.4107 -0.1 -1.6 -0.2 0.220
H 0.2294 -2.4358 -1.0392 0.0 0.5 -0.3 0.648
H 2.9206 4.6305 -1.5168 0.3 -0.3 0.1 0.303
H 3.1003 3.2030 0.0889 0.3 -0.2 -0.1 0.563
C 3.3795 1.0743 -0.3306 -0.3 -0.4 -0.7 3.036
C 2.1586 3.5010 2.5250 -0.3 -0.4 0.1 -0.895
C 5.5289 2.2739 -0.4631 0.3 -0.5 0.4 0.139
H 1.5597 3.2361 -3.6458 0.0 -0.5 0.0 1.071
N 4.5160 1.6315 -1.0878 0.4 0.1 0.2 0.161
H 2.6686 1.4615 2.5891 0.2 -0.3 -0.4 0.706
Cl -5.0389 5.1557 3.4182 0.0 0.0 0.0 -0.150
H 3.2726 1.4699 -3.2329 0.1 0.0 0.2 0.161
C -1.2736 -3.2177 12.1369 0.0 0.0 0.1 -0.297
H -2.4798 -6.7534 1.4683 0.1 0.1 -0.1 0.289
Cl -1.6780 1.5810 -6.4846 0.0 0.1 0.0 -0.162
H 1.6232 -3.0964 -4.2673 -0.2 0.2 0.1 0.463
C 3.7043 -0.0287 0.6646 0.4 -0.6 -0.3 -1.380
Br 0.3721 0.1542 1.7608 0.5 0.4 -0.1 -0.062
C 3.0169 2.3113 2.0079 -0.5 1.8 0.4 -0.264
H 0.2052 -4.3895 1.7433 0.0 0.0 0.0 0.320
C -2.1913 0.0937 4.3329 0.0 0.0 -0.1 0.454
C -5.4334 1.1175 -2.9492 -0.3 -0.2 0.2 -0.225
H -3.5072 2.7519 -7.3839 0.0 -0.1 0.0 0.386
Cl -3.9066 0.4880 4.1655 0.0 0.0 0.0 -0.166
O -2.9124 -1.2253 -1.8254 0.3 0.3 0.0 -0.574
C -5.3792 -1.2449 -3.3647 -0.2 0.1 -0.1 -0.456
```
Positions in Å, forces in eV/Å.

Values from the calculation:
net charge	0
HOMO	-7.792	eV
frontier orbital gap	0.2949	Eh
spin multiplicity	1



Which formula does entry 2 have?
C28H25N3O4SiV